A single C4H10N2O molecule. Source: OMol25; level of theory: the ωB97M-V functional and the def2-TZVPD basis.

Structure (XYZ):
```
17
C4H10N2O (the ωB97M-V functional and the def2-TZVPD basis)
C -0.237 2.168 -0.186
C 0.785 1.153 -0.708
O 1.953 1.283 -0.433
N 0.177 -0.002 -1.225
C -0.855 -0.796 -0.525
C -0.277 -1.714 0.584
N 0.463 -1.028 1.659
H -0.444 1.909 0.851
H 0.246 3.144 -0.203
H -1.173 2.217 -0.727
H 0.743 -0.537 -1.870
H -1.566 -0.119 -0.062
H -1.240 -1.378 -1.360
H -0.992 -2.401 1.062
H 0.367 -2.311 -0.065
H 0.701 -0.078 1.468
H 1.348 -1.512 1.741
```

Properties
HOMO level: -0.3469 Eh
ΔE to the lowest compared entry with this formula, charge and spin: 1.584 eV
LUMO: 0.0341 Ha
strongest force on any atom: 2.6 eV Å⁻¹
SMILES: CC(=O)NCCN
calculated total energy: -343.14327 Ha
orbital gap: 0.381 hartree

Atomic partial charges in e from the Löwdin method, atoms 1 to 6: number 1, C, carries -0.013; number 2, C, carries -0.529; number 3, O, carries 0.067; number 4, N, carries 0.021; number 5, C, carries -0.183; number 6, C, carries -0.255

***

2 unconnected molecules or ions with the total composition C4H10N2O. Source: OMol25; level of theory: the ωB97M-V functional and the def2-TZVPD basis.

Structure (XYZ):
```
17
C4H10N2O (the ωB97M-V functional and the def2-TZVPD basis)
C 2.106 -0.271 0.622
C 0.411 1.748 1.072
C -2.087 -1.210 -1.745
C 0.759 0.319 0.976
N -0.946 -0.527 -0.982
N -0.021 0.141 -1.285
O -0.022 -0.555 1.424
H 2.667 0.061 1.501
H 2.016 -1.329 0.717
H 2.417 0.117 -0.263
H -0.376 1.867 0.352
H 1.302 2.527 0.961
H 0.108 2.029 2.180
H -2.385 -0.891 -2.747
H -2.918 -0.891 -1.079
H -2.061 -2.301 -1.751
H -0.971 -0.835 0.047
```

Properties
HOMO level: -0.3046 Eh
ΔE to the lowest compared entry with this formula, charge and spin: 4.640 eV
LUMO: 0.0341 Ha
strongest force on any atom: 4.3 eV Å⁻¹
calculated total energy: -343.03093 Ha
orbital gap: 0.339 hartree

Atomic partial charges in e from the Löwdin method, atoms 1 to 6: number 1, C, carries -0.025; number 2, C, carries -0.052; number 3, C, carries -0.027; number 4, C, carries -0.561; number 5, N, carries -0.204; number 6, N, carries 0.108

***

A single C4H10N2O molecule. Source: OMol25; level of theory: the ωB97M-V functional and the def2-TZVPD basis.

Structure (XYZ):
```
17
C4H10N2O (the ωB97M-V functional and the def2-TZVPD basis)
N -1.730 -0.990 2.141
C -1.512 -0.952 0.708
C -0.034 -1.299 0.427
C 0.883 -0.100 0.568
N 0.514 0.955 -0.392
C 1.362 1.326 -1.411
O 0.983 1.622 -2.517
H -1.758 -1.933 2.453
H -2.616 -0.583 2.412
H -1.768 0.053 0.365
H -2.147 -1.578 0.065
H 0.120 -1.726 -0.559
H 0.106 -2.122 1.132
H 0.975 0.328 1.567
H 1.912 -0.356 0.290
H -0.474 1.058 -0.545
H 2.391 1.298 -1.016
```

Properties
HOMO level: -0.3512 Eh
ΔE to the lowest compared entry with this formula, charge and spin: 1.396 eV
LUMO: 0.0351 Ha
strongest force on any atom: 1.5 eV Å⁻¹
SMILES: NCCCNC=O
calculated total energy: -343.15017 Ha
orbital gap: 0.386 hartree

Atomic partial charges in e from the Löwdin method, atoms 1 to 6: number 1, N, carries 0.004; number 2, C, carries -0.302; number 3, C, carries -0.179; number 4, C, carries -0.202; number 5, N, carries 0.010; number 6, C, carries -0.366

***

A molecular structure, C4H10N2O. Source: OMol25; level of theory: the ωB97M-V functional and the def2-TZVPD basis.

Structure (XYZ):
```
17
C4H10N2O (the ωB97M-V functional and the def2-TZVPD basis)
C 0.382 -0.437 0.365
C 1.110 0.845 0.717
C 0.929 -1.192 -0.818
N 1.278 1.707 -0.444
C -1.775 -0.646 0.361
O -3.465 -0.194 0.192
N -1.296 0.322 -0.159
H -3.675 -0.057 -0.743
H 0.314 -1.062 1.262
H 0.366 1.968 -0.804
H 1.771 2.555 -0.193
H -1.907 -1.545 0.950
H 0.594 1.319 1.566
H 2.108 0.557 1.074
H 1.960 -1.493 -0.607
H 0.354 -2.095 -1.020
H 0.951 -0.553 -1.698
```

Properties
HOMO level: -0.3289 Eh
ΔE to the lowest compared entry with this formula, charge and spin: 5.116 eV
LUMO: 0.0310 Ha
strongest force on any atom: 7.5 eV Å⁻¹
calculated total energy: -343.01344 Ha
orbital gap: 0.360 hartree

Atomic partial charges in e from the Löwdin method, atoms 1 to 6: number 1, C, carries -0.246; number 2, C, carries -0.302; number 3, C, carries -0.087; number 4, N, carries -0.001; number 5, C, carries -0.169; number 6, O, carries -0.230